[1]
Computed, not measured: a structure of composition C26H45AsCoF6NO17 at a distorted geometry, with ωB97M-V with the def2-TZVPD basis set.

The geometry in XYZ format:
```
97
Properties=species:S:1:pos:R:3:lowdin_spin:R:1
Co 1.772 2.165 -1.344 2.836
As 0.247 -1.008 -0.243 0.001
F 0.022 -2.653 0.188 0.000
F -0.475 -1.215 -1.812 0.001
F 0.453 0.753 -0.631 0.028
F 1.002 -0.594 1.288 0.001
F 1.864 -1.266 -0.868 0.000
F -1.337 -0.611 0.359 0.002
C -3.179 -4.323 -1.500 0.000
C -4.165 -5.164 -2.023 0.000
C -5.228 -5.589 -1.261 0.000
C -5.277 -5.261 0.084 0.000
C -4.286 -4.445 0.628 0.000
C -3.261 -3.954 -0.152 0.000
N -6.385 -5.702 0.942 0.000
O -7.320 -6.237 0.384 0.000
O -6.320 -5.491 2.128 0.000
H -2.315 -4.099 -2.109 0.000
H -4.122 -5.377 -3.083 0.000
H -5.940 -6.319 -1.625 0.000
H -4.276 -4.209 1.686 0.000
H -2.497 -3.317 0.269 0.000
C 5.749 4.216 2.951 0.000
C 5.782 2.914 2.180 0.000
O 4.591 2.877 1.386 0.000
C 4.229 1.850 0.682 0.005
O 3.169 1.848 0.082 0.031
O 5.101 0.883 0.649 0.001
C 4.739 -0.310 -0.094 0.000
H 5.662 5.026 2.226 0.000
H 6.581 4.414 3.626 0.000
H 4.905 4.265 3.644 0.000
H 5.826 2.029 2.814 0.000
H 6.693 2.897 1.579 0.000
H 3.778 -0.703 0.222 0.000
H 5.566 -1.002 0.029 0.000
H 4.735 -0.003 -1.142 0.000
C -2.506 -1.769 2.965 0.000
C -3.771 -1.919 3.783 0.000
O -4.029 -3.276 4.107 0.000
C -3.353 -3.828 5.078 0.000
O -2.503 -3.294 5.756 0.000
O -3.581 -5.142 5.086 0.000
C -2.849 -5.961 5.944 0.000
H -1.729 -2.321 3.495 0.000
H -2.202 -0.735 2.807 0.000
H -2.648 -2.110 1.942 0.000
H -4.591 -1.500 3.194 0.000
H -3.822 -1.257 4.648 0.000
H -1.784 -5.970 5.692 0.000
H -3.233 -6.978 5.931 0.000
H -2.854 -5.665 6.998 0.000
C 3.481 -3.045 -3.181 0.000
C 4.121 -1.896 -3.901 0.000
O 3.758 -0.614 -3.383 0.000
C 2.521 -0.185 -3.488 0.004
O 2.118 0.708 -2.775 0.031
O 1.842 -0.733 -4.450 0.001
C 0.449 -0.435 -4.624 0.000
H 3.685 -4.028 -3.604 0.000
H 2.402 -2.883 -3.142 0.000
H 3.832 -3.173 -2.153 0.000
H 3.899 -1.962 -4.970 0.000
H 5.210 -1.953 -3.899 0.000
H 0.155 0.421 -4.023 0.000
H -0.151 -1.325 -4.455 0.000
H 0.305 -0.190 -5.676 0.000
C -2.392 1.882 -2.264 0.000
C -2.061 3.372 -2.326 0.000
O -1.396 3.687 -3.548 0.001
C -0.121 3.451 -3.620 0.005
O 0.520 2.900 -2.741 0.025
O 0.306 3.572 -4.843 0.002
C 1.675 3.380 -5.153 0.000
H -3.016 1.666 -1.390 0.000
H -1.532 1.222 -2.189 0.000
H -3.088 1.609 -3.060 0.000
H -1.509 3.662 -1.429 0.000
H -2.980 3.949 -2.262 0.000
H 1.906 2.321 -5.024 0.000
H 2.350 3.934 -4.498 0.000
H 1.831 3.715 -6.172 0.000
C 1.558 6.906 2.521 0.000
C 0.368 6.007 2.268 0.000
O 0.743 5.141 1.184 0.000
C 0.217 3.942 1.052 0.002
O 0.632 3.157 0.232 0.021
O -0.757 3.696 1.892 0.001
C -1.512 2.504 1.696 0.000
H 2.379 6.330 2.960 0.000
H 1.315 7.713 3.208 0.000
H 2.018 7.287 1.609 0.000
H -0.490 6.633 2.010 0.000
H 0.053 5.505 3.181 0.000
H -1.029 1.552 1.903 0.000
H -1.838 2.453 0.654 0.000
H -2.408 2.589 2.305 0.000
```

Properties
charge	+1
highest occupied orbital energy (spin up / spin down)	-11.1 / -11.1	eV
multiplicity	4
LUMO energy (spin up / spin down)	-2.637 / -3.531	eV
total energy	-178756.123	eV



[2]
Computed, not measured: a cluster of 2 separate species, C26H45BrClF3IN2O10P in total at a distorted geometry, with ωB97M-V with the def2-TZVPD basis set.

The geometry in XYZ format:
```
90
Properties=species:S:1:pos:R:3:mulliken_charge:R:1
C 6.828 -2.023 2.394 -1.054
C 5.585 -0.969 2.683 -0.183
O 5.494 0.137 1.715 -0.400
P 4.681 1.528 2.374 1.044
O 5.545 2.000 3.652 -0.785
C 3.004 0.932 3.065 -0.681
C 1.693 1.403 2.140 -0.616
C 1.889 0.969 0.573 -0.841
C 0.513 0.916 -0.319 0.651
C 0.412 2.404 -1.076 0.449
C 0.394 3.668 -0.033 -0.464
O 1.597 4.250 0.226 -0.452
Br -1.222 4.463 0.850 -0.068
N -0.746 0.720 0.526 0.410
C -1.864 0.181 -0.340 -0.610
C -3.342 0.154 0.372 -0.929
C -3.786 1.552 1.104 -0.158
C -5.237 1.223 1.869 -0.550
O -6.405 1.638 1.074 -0.310
C -6.867 2.916 1.646 -0.556
C -1.451 -1.397 -0.679 -0.680
C -2.433 -1.871 -1.902 -0.643
C -3.312 -3.222 -1.610 -0.623
C -2.508 -4.428 -0.844 -0.709
I -5.185 -2.901 -0.523 0.153
N -0.014 -1.577 -1.099 0.912
C 0.772 -2.487 -0.186 -0.080
C 1.314 -3.739 -1.153 0.336
O 1.529 -4.933 -0.585 -0.508
Cl 1.592 -3.568 -3.001 -0.144
C 0.693 -0.284 -1.418 -1.091
C 0.294 0.117 -2.962 -0.846
C 1.587 0.715 -3.840 0.002
O 2.261 -0.391 -4.592 -0.586
C 1.018 1.779 -4.992 0.707
F 2.138 2.453 -5.740 -0.270
F 0.184 2.866 -4.395 -0.242
F 0.231 1.044 -6.010 -0.263
O 4.598 2.908 1.315 -0.225
C 5.706 2.937 0.347 -0.303
C 5.181 3.912 -0.906 -0.541
H 7.882 -1.512 2.354 0.317
H 6.855 -2.744 3.345 0.315
H 6.573 -2.701 1.475 0.268
H 5.711 -0.625 3.806 0.317
H 4.592 -1.613 2.560 0.148
H 2.920 -0.259 3.103 0.315
H 2.788 1.315 4.168 0.408
H 1.635 2.587 2.262 0.304
H 0.760 0.944 2.678 0.261
H 2.571 1.812 0.076 -0.102
H 2.531 -0.009 0.560 0.556
H -0.572 2.500 -1.735 0.467
H 1.403 2.529 -1.730 0.137
H -0.996 1.543 1.116 0.557
H -0.501 -0.060 1.208 0.619
H -1.981 0.839 -1.324 -0.030
H -4.128 -0.020 -0.510 0.264
H -3.447 -0.766 1.123 0.465
H -3.006 1.940 1.896 0.133
H -3.982 2.338 0.227 0.273
H -5.323 0.042 1.993 0.291
H -5.178 1.683 2.943 0.386
H -7.003 2.875 2.810 0.253
H -7.906 3.214 1.191 0.243
H -6.037 3.722 1.387 0.204
H -1.751 -2.001 0.305 0.629
H -1.725 -2.095 -2.832 0.162
H -3.178 -1.014 -2.239 0.363
H -3.618 -3.656 -2.679 0.511
H -3.041 -4.572 0.213 0.291
H -2.559 -5.474 -1.373 0.276
H -1.383 -4.208 -0.608 0.045
H 0.152 -3.003 0.664 0.474
H 1.737 -2.019 0.282 -0.003
H 1.859 -0.539 -1.444 0.671
H 0.031 -0.915 -3.504 0.295
H -0.670 0.777 -3.065 0.089
H 2.409 1.178 -3.148 0.086
H 1.582 -0.980 -5.037 0.428
H 5.951 1.902 -0.153 0.250
H 6.643 3.478 0.808 0.311
H 4.427 4.733 -0.502 0.184
H 6.085 4.351 -1.506 0.357
H 4.555 3.184 -1.605 -0.057
C -7.346 -4.816 2.486 0.701
O -7.138 -3.730 1.894 -0.734
O -7.011 -5.843 1.718 -0.513
O -7.796 -5.065 3.627 -0.744
H -6.738 -5.242 0.995 0.307
```

Properties
highest occupied orbital energy	-6.1	eV
multiplicity	1
energy relative to the best compared isomer or geometry (same formula, charge and spin)	323.1	kcal/mol
LUMO energy	-2.409	eV
total energy	-159238.204	eV



[3]
Computed, not measured: a structure of composition C26H45ClF3FeO3PS at a distorted geometry, with ωB97M-V with the def2-TZVPD basis set.

The geometry in XYZ format:
```
81
Properties=species:S:1:pos:R:3:lowdin_spin:R:1
Fe -1.523 -0.763 1.252 3.666
P 0.313 -0.420 -0.698 0.025
Cl -3.576 -0.122 0.645 0.114
C -2.131 -1.957 3.189 0.010
H -3.061 -1.958 2.595 0.004
H -1.785 -2.920 3.568 0.000
C 0.316 1.254 -1.547 0.006
C -0.414 -1.735 -1.804 0.000
C -1.085 1.710 -1.981 0.000
H 0.631 1.900 -0.704 0.002
C -1.084 3.175 -2.487 0.000
H -1.447 1.064 -2.799 0.000
H -1.807 1.610 -1.154 0.000
C -0.024 3.431 -3.569 0.000
H -2.084 3.430 -2.868 0.000
H -0.883 3.834 -1.628 0.001
C 1.355 2.919 -3.147 0.001
H -0.329 2.930 -4.499 0.000
H 0.027 4.506 -3.782 0.000
C 1.317 1.452 -2.697 0.001
H 2.071 3.036 -3.970 0.000
H 1.720 3.532 -2.312 0.000
H 1.032 0.818 -3.551 0.000
H 2.328 1.152 -2.402 0.000
C 2.118 -0.908 -0.523 0.005
C -0.209 -1.603 -3.326 0.000
H 0.131 -2.644 -1.483 0.000
C -0.695 -2.896 -3.998 0.000
H -0.777 -0.740 -3.711 0.000
H 0.844 -1.434 -3.591 0.000
C -2.170 -3.176 -3.694 0.001
H -0.516 -2.849 -5.080 0.000
H -0.097 -3.733 -3.612 0.000
C -2.474 -3.145 -2.180 0.002
H -2.794 -2.434 -4.209 0.000
H -2.442 -4.152 -4.113 0.000
C -1.898 -1.910 -1.469 0.019
H -3.559 -3.196 -2.032 0.000
H -2.055 -4.058 -1.737 0.000
H -2.462 -1.022 -1.790 0.000
H -2.060 -1.936 -0.358 0.007
C 3.049 0.195 0.006 0.010
H 2.038 -1.685 0.259 0.001
C 4.465 -0.352 0.279 0.002
H 3.136 1.010 -0.728 0.000
H 2.636 0.642 0.921 0.010
C 5.071 -1.082 -0.929 0.000
H 5.128 0.468 0.587 0.000
H 4.401 -1.059 1.119 0.001
C 4.115 -2.129 -1.510 0.001
H 5.330 -0.351 -1.710 0.000
H 6.007 -1.571 -0.631 0.000
C 2.721 -1.560 -1.781 0.001
H 4.523 -2.547 -2.438 0.000
H 4.010 -2.957 -0.797 0.000
H 2.791 -0.812 -2.587 0.000
H 2.086 -2.372 -2.151 0.000
C 0.300 1.594 2.227 0.502
C -1.666 -0.821 3.814 0.021
H 1.024 1.854 1.442 0.049
C -0.741 -0.864 4.988 0.004
H -2.072 0.181 3.612 0.000
C -0.204 0.521 5.421 0.006
H -1.295 -1.301 5.845 0.001
H 0.085 -1.575 4.799 0.001
C 0.942 1.066 4.564 0.039
H -1.043 1.231 5.473 0.001
H 0.226 0.395 6.423 0.002
C 0.522 2.172 3.574 0.084
H 1.728 1.477 5.222 0.003
H 1.357 0.231 3.992 0.008
H -0.355 2.738 3.934 0.015
H 1.355 2.885 3.436 0.005
F -5.756 2.216 4.055 0.000
C -4.777 1.350 3.773 0.000
F -4.346 0.778 4.913 0.000
F -5.263 0.394 2.979 0.002
S -3.227 2.410 2.944 0.002
O -3.746 3.225 1.867 0.001
O -2.648 3.085 4.122 0.002
O -0.668 0.878 1.927 0.363
```

Properties
charge	-1
highest occupied orbital energy (spin up / spin down)	-1.8 / -3.1	eV
multiplicity	6
LUMO energy (spin up / spin down)	2.135 / 2.149	eV
total energy	-109020.820	eV



[4]
Computed, not measured: a structure of composition C26H45ClNOsP at a distorted geometry, with ωB97M-V with the def2-TZVPD basis set.

The geometry in XYZ format:
```
75
Properties=species:S:1:pos:R:3:lowdin_spin:R:1
Os 0.313 -0.118 2.342 1.944
Cl 0.824 -0.459 4.583 0.144
P 0.129 0.493 0.063 0.052
C -1.629 0.058 2.238 0.714
H -2.683 -0.167 1.960 0.075
H -1.717 1.116 2.614 0.077
C 1.968 0.781 -0.266 0.002
C -0.742 2.174 -0.143 0.005
C 2.460 0.847 -1.719 0.000
H 2.137 1.773 0.196 0.000
C 3.953 1.213 -1.731 0.000
H 2.313 -0.122 -2.215 0.000
H 1.894 1.593 -2.297 0.000
C 4.819 0.306 -0.842 0.002
H 4.326 1.183 -2.763 0.000
H 4.055 2.248 -1.385 0.000
C 4.251 0.131 0.563 0.004
H 4.913 -0.678 -1.313 0.000
H 5.828 0.726 -0.769 0.000
C 2.772 -0.266 0.513 0.030
H 4.807 -0.633 1.122 0.000
H 4.325 1.068 1.128 0.000
H 2.663 -1.249 0.033 0.000
H 2.423 -0.372 1.568 0.018
C -0.579 -0.561 -1.334 0.014
C -2.256 2.011 -0.335 0.018
H -0.579 2.634 0.846 0.000
C -2.965 3.371 -0.295 0.002
H -2.467 1.519 -1.294 0.000
H -2.645 1.352 0.451 0.012
C -2.353 4.400 -1.254 0.001
H -4.028 3.232 -0.530 0.000
H -2.912 3.764 0.728 0.000
C -0.827 4.492 -1.147 0.000
H -2.634 4.159 -2.286 0.000
H -2.784 5.387 -1.041 0.000
C -0.128 3.127 -1.180 0.000
H -0.433 5.121 -1.954 0.000
H -0.567 4.985 -0.202 0.000
H -0.208 2.698 -2.189 0.000
H 0.944 3.267 -0.975 0.000
C 0.145 -1.902 -1.500 0.001
H -1.603 -0.754 -0.961 0.000
C -0.596 -2.829 -2.469 0.001
H 1.168 -1.729 -1.867 0.000
H 0.231 -2.414 -0.537 0.000
C -0.842 -2.183 -3.835 0.000
H -0.023 -3.757 -2.590 0.000
H -1.560 -3.107 -2.024 0.000
C -1.428 -0.771 -3.722 0.001
H 0.104 -2.142 -4.389 0.000
H -1.524 -2.814 -4.418 0.000
C -0.694 0.120 -2.710 0.003
H -1.415 -0.284 -4.706 0.000
H -2.482 -0.844 -3.422 0.000
H 0.314 0.339 -3.091 0.000
H -1.222 1.079 -2.642 0.000
C -0.136 -2.203 2.041 0.129
C -1.669 -2.030 1.852 0.415
H 0.447 -2.363 1.109 0.023
C -2.568 -2.659 2.859 0.062
H -2.053 -1.912 0.830 0.016
C -1.856 -2.837 4.229 0.005
H -3.407 -1.977 2.980 0.013
H -2.986 -3.629 2.559 0.019
C -0.641 -3.746 4.080 0.005
H -1.522 -1.866 4.620 0.004
H -2.538 -3.258 4.976 0.000
C 0.382 -3.228 3.056 0.024
H -0.150 -3.902 5.050 0.001
H -0.985 -4.742 3.768 0.001
H 1.269 -2.869 3.587 0.001
H 0.739 -4.093 2.478 0.002
N 1.233 2.910 2.751 0.132
C 0.886 1.795 2.570 0.027
```

Properties
highest occupied orbital energy (spin up / spin down)	-5.9 / -8.8	eV
multiplicity	5
energy relative to the best compared isomer or geometry (same formula, charge and spin)	0.0	kcal/mol
LUMO energy (spin up / spin down)	0.147 / -1.821	eV
total energy	-53455.921	eV



[5]
Computed, not measured: a structure of composition C26H45F3O2P2Pm at a distorted geometry, with ωB97M-V with the def2-TZVPD basis set.

The geometry in XYZ format:
```
79
Properties=species:S:1:pos:R:3:lowdin_spin:R:1
Pm 0.634 -0.790 0.015 4.067
C 1.461 -0.822 2.722 -0.012
C 2.218 -1.739 1.923 -0.009
C 2.866 0.408 1.370 -0.011
C 1.932 0.490 2.429 -0.007
C 3.080 -0.977 1.066 -0.008
C 0.442 -1.169 3.742 -0.001
H 0.047 -2.183 3.593 0.000
H -0.409 -0.471 3.707 0.000
H 0.846 -1.127 4.769 -0.001
C 1.571 1.719 3.164 -0.001
H 0.700 1.557 3.805 0.000
H 1.324 2.523 2.461 0.000
H 2.378 2.096 3.822 0.000
C 3.611 1.551 0.805 -0.001
H 4.431 1.844 1.480 -0.001
H 2.963 2.426 0.671 0.000
H 4.048 1.316 -0.170 0.000
C 4.064 -1.505 0.095 0.000
H 4.661 -2.327 0.529 0.000
H 4.761 -0.708 -0.196 0.000
H 3.616 -1.905 -0.832 0.000
C 2.256 -3.201 2.130 0.000
H 2.772 -3.442 3.072 0.000
H 2.804 -3.698 1.324 0.000
H 1.251 -3.632 2.201 0.000
C -1.850 -0.880 -0.421 0.005
C -1.540 -1.686 0.645 -0.009
C -1.526 -3.195 0.541 -0.001
C -0.330 -3.892 -0.185 0.000
C 0.651 -3.032 -0.971 -0.006
C 0.260 -2.215 -1.997 0.001
C -1.169 -2.260 -2.538 0.001
C -2.223 -1.403 -1.799 0.002
H -2.453 -3.542 0.049 0.000
H -0.791 -4.660 -0.834 0.000
H -1.587 -3.605 1.563 0.000
H -3.151 -1.998 -1.717 0.000
H -2.177 0.163 -0.254 0.001
H -1.637 -1.276 1.664 0.000
H -2.495 -0.538 -2.429 0.000
H -1.138 -1.936 -3.592 0.000
H 0.977 -1.655 -2.624 0.001
H -1.533 -3.300 -2.549 0.000
H 0.256 -4.455 0.560 0.000
H 1.715 -3.269 -0.814 0.000
P -3.270 1.077 1.959 0.000
C -2.482 2.464 2.854 0.000
H -3.241 3.045 3.393 0.000
H -1.941 3.117 2.155 0.000
H -1.750 2.055 3.565 0.000
C -4.391 1.959 0.824 0.000
H -5.111 2.536 1.417 0.000
H -4.919 1.231 0.193 0.000
H -3.795 2.610 0.170 0.000
C -4.400 0.364 3.195 0.000
H -4.847 -0.546 2.769 0.000
H -5.187 1.080 3.462 0.000
H -3.818 0.077 4.081 0.000
P 0.812 1.084 -3.746 -0.001
C 2.287 0.641 -4.735 0.000
H 2.069 0.637 -5.810 0.000
H 2.601 -0.364 -4.418 0.000
H 3.099 1.342 -4.504 0.000
C -0.560 0.751 -4.907 0.000
H -0.629 -0.328 -5.101 0.000
H -0.400 1.302 -5.843 0.000
H -1.495 1.080 -4.428 0.000
C 0.856 2.913 -3.845 0.000
H 0.998 3.237 -4.883 0.000
H 1.684 3.268 -3.220 0.000
H -0.081 3.321 -3.446 0.000
F -0.473 4.783 -1.018 0.000
C 0.128 3.774 -0.346 0.000
F 1.465 3.793 -0.661 0.000
F 0.027 4.055 0.999 0.000
C -0.493 2.366 -0.646 0.000
O -1.558 2.287 -1.267 0.000
O 0.231 1.388 -0.201 -0.006
```

Properties
charge	+1
highest occupied orbital energy (spin up / spin down)	-10.4 / -10.5	eV
multiplicity	5
energy relative to the best compared isomer or geometry (same formula, charge and spin)	32.0	kcal/mol
LUMO energy (spin up / spin down)	-4.386 / -4.279	eV
total energy	-75066.082	eV